H10O6V | ωB97M-V/def2-TZVPD

XYZ file:
```
17
Properties=species:S:1:pos:R:3:forces:R:3
O 0.866 -0.634 -1.716 -1.7861 1.0072 3.5212
V 0.146 -0.254 -0.332 2.9366 -0.9965 -4.6519
O -1.274 -1.839 -0.708 0.3244 0.7507 0.9285
H -1.615 -2.165 -1.540 0.0541 0.0983 -0.7846
H -1.593 -2.464 -0.057 -0.1137 -0.3381 0.5161
O 1.629 -1.323 0.966 -1.1590 0.8713 -0.3153
H 1.677 -0.972 1.856 0.0770 0.1601 0.5158
H 2.206 -2.086 0.978 0.2354 -0.5989 -0.5262
O -0.857 0.354 1.495 0.1890 -0.1291 -0.4417
H -0.544 0.922 2.199 0.3495 0.3653 0.4355
H -1.777 0.197 1.705 -0.6770 -0.2180 0.0642
O -1.076 1.309 -1.457 0.5159 -0.7558 0.8115
H -0.857 1.490 -2.371 0.3405 -0.1253 -0.6113
H -1.758 1.946 -1.243 -0.4758 0.1828 0.3864
O 1.496 1.470 0.012 -1.4054 -0.5412 0.3455
H 2.390 1.810 0.054 0.7765 -0.3416 -0.1332
H 0.941 2.236 0.160 -0.1820 0.6088 -0.0605
```
Positions in Å, forces in eV/Å.

Calculated values
- 2S+1: 2
- DFT total energy: -38120.0304 eV
- Energy relative to the best compared isomer or geometry (same formula, charge and spin): 83.7 kJ/mol
- <S²>: 0.837
- Net charge: +2
- E_HOMO (alpha / beta): -19.96 / -20.96 eV
- HOMO-LUMO gap (alpha / beta): 10.50 / 12.21 eV

Results of the natural (NBO) charge analysis, in e, for atoms 1 through 6:
1 O -0.270
2 V 1.540
3 O -0.915
4 H 0.550
5 H 0.533
6 O -0.920

H11O6 | ωB97M-V/def2-TZVPD

XYZ file:
```
17
Properties=species:S:1:pos:R:3:forces:R:3
O -0.848 0.934 -0.605 0.1566 1.3009 -1.0588
H -1.296 1.611 -1.193 0.1947 -1.5741 1.6962
O -2.254 -0.698 0.857 -0.2167 0.3568 0.2269
H -3.161 -0.758 0.514 0.4696 0.0521 0.1074
H -1.445 0.341 0.041 -0.6284 0.0148 -0.4881
O 0.436 0.481 -3.365 -0.7756 -0.8859 -2.0812
H -0.437 0.114 -3.666 1.3405 0.6344 0.8811
H 0.295 0.902 -2.533 -0.5571 0.0892 1.3500
O 2.222 2.373 1.721 -0.5239 -0.0753 -0.3276
H 2.546 1.563 1.329 0.5201 -0.3071 0.0181
H 1.312 2.321 1.392 -0.1015 0.3305 0.2485
O 3.032 -2.912 -2.160 -2.0075 1.4334 0.9519
H 2.531 -2.580 -1.357 0.6857 -0.4385 -1.5691
H 3.708 -3.429 -1.780 1.3010 -0.9938 0.5977
O -1.912 -0.217 3.859 -1.6008 -0.5626 -1.9883
H -2.257 -0.623 2.931 1.1755 1.5577 1.8945
H -2.472 0.576 4.016 0.5678 -0.9326 -0.4589
```
Positions in Å, forces in eV/Å.

Calculated values
- DFT total energy: -12464.0871 eV
- Energy relative to the best compared isomer or geometry (same formula, charge and spin): 190.1 kJ/mol
- Net charge: -1
- E_HOMO: -4.32 eV
- HOMO-LUMO gap: 7.47 eV

Results of the natural (NBO) charge analysis, in e, for atoms 1 through 6:
1 O -1.090
2 H 0.443
3 O -1.271
4 H 0.413
5 H 0.539
6 O -0.967

H11O6 | ωB97M-V/def2-TZVPD

XYZ file:
```
17
Properties=species:S:1:pos:R:3:forces:R:3
O -0.760 -0.779 -0.179 3.6602 -2.2041 1.4561
H -0.035 -1.452 0.178 -2.6927 1.9284 -0.9609
O -2.313 -2.274 -1.510 -1.7672 -1.2732 -1.3839
H -2.990 -1.614 -1.639 -0.8719 -0.0199 -0.5314
H -1.775 -1.723 -0.964 2.3087 0.7893 1.4979
O -2.195 1.278 -0.653 0.8335 0.6304 -1.6351
H -1.657 1.729 -1.373 -1.0259 -0.9897 1.4499
H -1.751 0.385 -0.549 -0.0095 0.9178 0.3178
O 1.709 -0.741 2.990 -0.8693 -0.3440 -0.2518
H 0.887 -0.850 2.473 0.4383 -0.1220 0.3366
H 1.979 0.133 2.708 0.4181 0.5241 -0.2226
O 2.278 1.764 1.202 0.9094 0.0278 0.5908
H 2.458 1.211 0.435 -0.4332 -0.1655 -0.3687
H 1.348 1.954 1.173 -0.7080 -0.0215 -0.3246
O 1.260 0.273 -1.379 0.9023 -3.1077 3.5723
H 1.147 0.892 -2.023 -1.1617 2.3052 -2.4743
H 0.410 -0.187 -0.889 0.0688 1.1243 -1.0681
```
Positions in Å, forces in eV/Å.

Calculated values
- DFT total energy: -12464.8635 eV
- Energy relative to the best compared isomer or geometry (same formula, charge and spin): 115.1 kJ/mol
- Net charge: -1
- E_HOMO: -5.63 eV
- HOMO-LUMO gap: 9.38 eV

Results of the natural (NBO) charge analysis, in e, for atoms 1 through 6:
1 O -1.233
2 H 0.452
3 O -0.992
4 H 0.442
5 H 0.495
6 O -1.000

H12InO6 | ωB97M-V/def2-TZVPD

XYZ file:
```
19
Properties=species:S:1:pos:R:3:forces:R:3
In 0.532 -0.035 -0.065 -1.6735 0.2408 0.5407
O 2.137 -2.223 -1.152 -0.8516 0.5549 0.3520
H 3.104 -2.211 -1.143 -0.0027 -0.1036 -0.1004
H 1.905 -2.852 -1.860 -0.2090 0.0869 0.0526
O 3.392 0.290 -0.139 -1.5823 0.1570 -0.0965
H 3.708 0.783 -0.925 -0.0401 0.1614 0.1360
H 3.812 -0.582 -0.209 0.1548 0.0630 0.2857
O -1.125 1.543 -1.748 0.3678 -0.9802 0.3009
H -1.612 2.377 -1.646 0.4419 0.2022 0.1434
H -1.393 1.199 -2.617 0.2107 0.0063 -0.0190
O -0.727 -0.704 2.386 0.7017 0.6319 -0.4841
H -0.266 -0.689 3.247 0.1765 -0.1514 -0.1951
H -1.538 -1.222 2.538 0.1273 -0.1521 -0.4171
O -1.104 2.031 1.150 0.6971 -0.2970 -0.3928
H -1.007 2.484 2.006 0.1941 -0.2056 -0.0175
H -1.979 2.291 0.826 0.0458 -0.1795 0.0069
O -2.251 -0.758 -0.072 0.8103 -0.0617 0.1946
H -2.919 -0.098 -0.325 0.2043 0.0180 -0.1579
H -2.668 -1.622 -0.252 0.2270 0.0087 -0.1323
```
Positions in Å, forces in eV/Å.

Calculated values
- DFT total energy: -17617.1887 eV
- Energy relative to the best compared isomer or geometry (same formula, charge and spin): 229.4 kJ/mol
- Net charge: +3
- E_HOMO: -23.61 eV
- HOMO-LUMO gap: 5.21 eV

Results of the natural (NBO) charge analysis, in e, for atoms 1 through 6:
1 In 2.070
2 O -0.933
3 H 0.515
4 H 0.546
5 O -0.824
6 H 0.542

H12LiO6 | ωB97M-V/def2-TZVPD

XYZ file:
```
19
Properties=species:S:1:pos:R:3:forces:R:3
Li -0.069 0.423 -0.371 -0.2218 0.1755 -0.3761
O 0.172 1.410 -2.189 -3.3773 0.1455 -1.3778
H 0.947 1.382 -2.689 2.5951 0.1417 -0.8442
H -0.479 1.332 -2.976 1.0514 0.2598 2.2491
O -0.752 2.463 0.597 3.4782 -0.8655 -3.7107
H -1.314 2.978 0.054 -0.5290 0.9971 -1.4854
H -1.247 2.405 1.323 -2.8531 -0.5282 5.1235
O 1.071 -2.263 2.164 -2.1245 0.8264 1.1007
H 0.508 -1.469 1.839 1.6783 -2.9969 0.7654
H 0.447 -2.684 2.852 1.5891 0.8999 -1.6124
O -0.931 -0.927 -1.605 0.2909 -0.2796 0.8377
H -0.235 -1.594 -1.606 -0.2003 -0.2791 -0.0874
H -1.355 -0.975 -2.455 -0.2558 -0.1123 -0.4662
O 1.829 -0.236 -0.045 -0.4772 -0.3122 -1.3456
H 2.289 0.270 0.621 0.7782 0.0092 0.0708
H 2.432 -0.498 -0.785 -0.4671 0.4849 1.3516
O -0.928 -0.848 1.454 -1.8787 1.4541 0.4479
H -0.515 -0.151 2.013 -1.0573 -0.4884 -0.0130
H -1.862 -1.021 1.806 1.9809 0.4680 -0.6281
```
Positions in Å, forces in eV/Å.

Calculated values
- DFT total energy: -12680.2592 eV
- Energy relative to the best compared isomer or geometry (same formula, charge and spin): 184.3 kJ/mol
- Net charge: +1
- E_HOMO: -13.60 eV
- HOMO-LUMO gap: 10.10 eV

Results of the natural (NBO) charge analysis, in e, for atoms 1 through 6:
1 Li 0.901
2 O -0.956
3 H 0.483
4 H 0.491
5 O -0.933
6 H 0.489

H12NaO6 | ωB97M-V/def2-TZVPD

XYZ file:
```
19
Properties=species:S:1:pos:R:3:forces:R:3
Na -0.283 0.536 0.335 -0.2265 -0.1497 -0.0312
O -0.518 2.830 0.134 0.0541 0.2217 0.0896
H 0.063 3.486 0.539 -0.1254 -0.0608 -0.0447
H -1.068 3.333 -0.479 0.0639 -0.0985 0.0676
O -0.751 -2.090 0.316 0.2996 0.2605 0.3991
H -1.660 -2.365 0.498 0.1181 0.0832 -0.1365
H -0.223 -2.464 1.035 -0.1918 -0.1531 -0.1821
O 0.291 0.496 -1.883 0.2077 0.0637 -0.2127
H 1.168 0.207 -2.180 -0.1869 -0.1280 0.0407
H -0.176 0.743 -2.689 0.0257 -0.0551 0.1162
O 2.014 -1.935 -1.527 0.0312 0.1126 0.0462
H 1.585 -2.738 -1.849 0.0380 0.1200 0.0214
H 1.405 -1.576 -0.873 -0.0946 -0.2312 -0.0786
O 2.019 0.432 1.184 -0.0842 0.0019 0.0365
H 2.570 -0.251 1.590 -0.0749 0.0907 -0.0878
H 2.568 1.227 1.192 -0.0479 -0.1332 -0.0468
O -2.742 0.028 1.256 0.1474 -0.0074 0.1519
H -2.679 -0.404 2.118 -0.0936 0.0927 -0.0931
H -3.582 0.505 1.285 0.1398 -0.0301 -0.0558
```
Positions in Å, forces in eV/Å.

Calculated values
- DFT total energy: -16893.0214 eV
- Energy relative to the best compared isomer or geometry (same formula, charge and spin): 29.6 kJ/mol
- Net charge: +1
- E_HOMO: -14.45 eV
- HOMO-LUMO gap: 11.21 eV

Results of the natural (NBO) charge analysis, in e, for atoms 1 through 6:
1 Na 0.950
2 O -0.980
3 H 0.494
4 H 0.498
5 O -0.971
6 H 0.498

H12NeO6 | ωB97M-V/def2-TZVPD

XYZ file:
```
19
Properties=species:S:1:pos:R:3:forces:R:3
Ne -1.246 -0.012 0.112 -0.0385 -0.0918 -0.0005
O -1.756 -1.373 -3.123 -0.0041 0.0194 -0.1445
H -2.619 -1.504 -2.730 -0.1773 -0.1324 0.2261
H -1.843 -0.567 -3.631 -0.0530 0.2447 -0.2229
O 0.011 2.558 2.968 -0.4439 0.3886 0.2772
H 0.753 2.416 3.555 0.1645 -0.0915 0.0408
H 0.244 2.087 2.168 0.2852 -0.2875 -0.3808
O 0.937 -1.524 -2.482 0.6247 0.1257 0.2240
H 0.014 -1.346 -2.665 -0.5145 -0.1315 0.0811
H 1.265 -1.935 -3.282 0.1236 -0.1099 -0.1272
O 0.521 -2.201 2.269 -0.1468 0.1320 0.0518
H 0.019 -2.992 2.072 -0.2155 -0.1408 -0.0818
H 1.433 -2.493 2.279 0.3254 0.0184 0.0222
O 1.559 0.394 1.585 0.2550 0.3801 0.1504
H 1.844 0.352 0.672 0.0511 0.0638 -0.2767
H 0.882 -0.278 1.657 -0.2904 -0.4508 0.1228
O -0.390 2.671 -0.242 0.1706 -0.0535 0.0642
H -0.533 2.468 -1.166 0.0320 -0.0882 -0.2282
H -1.096 3.278 -0.017 -0.1481 0.2052 0.2018
```
Positions in Å, forces in eV/Å.

Calculated values
- DFT total energy: -15988.5578 eV
- Net charge: 0
- E_HOMO: -10.37 eV
- HOMO-LUMO gap: 10.56 eV

Results of the natural (NBO) charge analysis, in e, for atoms 1 through 6:
1 Ne 0.000
2 O -0.948
3 H 0.486
4 H 0.477
5 O -0.964
6 H 0.466

H12O5S | ωB97M-V/def2-TZVPD

XYZ file:
```
18
Properties=species:S:1:pos:R:3:forces:R:3
O -1.052 0.332 -0.674 -0.6137 0.1862 -0.3618
H -0.218 -0.029 -0.989 0.1705 -0.0497 0.4175
H -1.146 0.142 0.264 0.4869 -0.0197 -0.0518
O -1.806 2.706 -2.720 -0.1973 -0.8284 -0.1581
H -1.920 2.264 -3.571 0.0527 0.4389 -0.1933
H -1.911 1.934 -2.141 0.2346 0.3278 0.4522
O -0.176 -0.419 2.539 0.5668 0.1703 0.7900
H 0.069 0.305 3.145 -0.3977 -0.1940 -0.4862
H 0.460 -1.102 2.813 -0.2514 0.0515 -0.4465
O 0.494 -2.461 -0.169 0.1327 -0.2354 -0.2065
H -0.439 -2.252 -0.035 -0.1626 -0.1068 0.0753
H 0.477 -3.308 -0.637 0.0467 0.2849 0.1212
O -2.024 -2.547 1.329 0.0253 0.1991 -0.0845
H -2.000 -1.614 1.579 -0.0846 -0.0595 0.1094
H -1.348 -2.936 1.891 0.0033 -0.1233 0.0431
S 2.446 1.366 -0.238 0.0268 0.2179 -0.2298
H 2.960 1.463 -1.473 0.0655 -0.1888 0.0456
H 2.054 2.646 -0.326 -0.1044 -0.0711 0.1643
```
Positions in Å, forces in eV/Å.

Calculated values
- DFT total energy: -21267.4825 eV
- Energy relative to the best compared isomer or geometry (same formula, charge and spin): 54.1 kJ/mol
- Structure (SMILES): O.O.O.O.O.S
- Net charge: 0
- E_HOMO: -9.70 eV
- HOMO-LUMO gap: 9.90 eV

Results of the natural (NBO) charge analysis, in e, for atoms 1 through 6:
1 O -0.973
2 H 0.494
3 H 0.480
4 O -0.944
5 H 0.458
6 H 0.485